Entry 1:
{
  "formula": "C3H7N5",
  "method": "ωB97M-V with the def2-TZVPD basis set",
  "e_tot_ha": -392.0692,
  "homo_ev": -8.44,
  "smiles": "[H]/N=c1/cnn(C)n1N",
  "gap_ev": 8.940,
  "de_lowest_ev": 6.255,
  "species": ["H", "N", "C", "C", "N", "N", "C", "N", "N", "H", "H", "H", "H", "H", "H"],
  "positions_angstrom": [[1.5197, -2.7948, 0.0329], [1.4613, -1.9948, 0.8564], [0.4123, -1.1060, 0.7157], [0.0811, -0.2091, 1.9376], [-0.0677, 0.9378, 1.3721], [-0.3010, 0.7783, 0.0372], [-1.3396, 1.6322, -0.5024], [-0.1324, -0.6229, -0.3495], [0.6367, -0.4408, -1.6694], [0.4991, -0.3836, 2.9997], [-1.1632, 2.2662, -1.5121], [-1.2672, 2.5264, 0.3834], [-2.2525, 1.0196, -0.8041], [0.3634, -1.3884, -2.0682], [1.5499, -0.2201, -1.4294]]
}

Entry 2:
{
  "formula": "C6H11N3O3",
  "method": "ωB97M-V with the def2-TZVPD basis set",
  "e_tot_ha": -625.0379,
  "homo_ev": -9.72,
  "smiles": "C[C@@]1([N+](=O)[O-])C=NCN1CCO",
  "gap_ev": 10.051,
  "de_lowest_ev": 5.825,
  "species": ["C", "C", "N", "O", "O", "C", "N", "C", "N", "C", "C", "O", "H", "H", "H", "H", "H", "H", "H", "H", "H", "H", "H"],
  "positions_angstrom": [[-1.5301, -0.1638, 1.6009], [-1.5562, -0.0526, 0.1630], [-2.2574, -1.1991, -0.4828], [-1.7421, -2.0407, -1.1591], [-3.4179, -1.3169, -0.2192], [-2.3573, 1.1837, -0.3864], [-1.6861, 1.8497, -1.1996], [-0.4590, 1.2654, -1.4513], [-0.2241, 0.1140, -0.5614], [1.0116, 0.1716, 0.1938], [2.3381, -0.2686, -0.5254], [2.2710, -1.6634, -0.9563], [-0.6167, -0.8447, 1.8380], [-2.5902, -0.4569, 2.0022], [-1.3403, 0.7678, 2.1693], [-3.3682, 1.4161, -0.1168], [-0.5493, 1.0106, -2.5323], [0.3701, 2.0081, -1.2001], [0.7924, -0.6870, 0.9605], [1.1333, 1.1674, 0.7357], [3.1774, -0.2905, 0.2343], [2.6535, 0.3366, -1.4227], [1.3796, -1.8692, -1.2607]]
}

Entry 3:
{
  "formula": "C41H61BF18INO17",
  "method": "ωB97M-V with the def2-TZVPD basis set",
  "e_tot_ha": -5052.8066,
  "homo_ev": -9.01,
  "smiles": "CC[C@H](I)[C@@]1(CNC)COC(=O)[C@]1(CCCCCOC(C)=O)B(C)O.CCOC(=O)C(F)(F)F.CCOC(=O)C(F)(F)F.CCOC(=O)C(F)(F)F.CCOC(=O)C(F)(F)F.CCOC(=O)C(F)(F)F.CCOC(=O)C(F)(F)F",
  "gap_ev": 9.211,
  "species": ["C", "C", "C", "I", "C", "C", "N", "C", "C", "O", "C", "O", "C", "C", "C", "C", "C", "C", "O", "C", "C", "O", "B", "C", "O", "H", "H", "H", "H", "H", "H", "H", "H", "H", "H", "H", "H", "H", "H", "H", "H", "H", "H", "H", "H", "H", "H", "H", "H", "H", "H", "H", "H", "H", "H", "H", "C", "C", "O", "C", "O", "C", "F", "F", "F", "H", "H", "H", "H", "H", "C", "C", "O", "C", "O", "C", "F", "F", "F", "H", "H", "H", "H", "H", "C", "C", "O", "C", "O", "C", "F", "F", "F", "H", "H", "H", "H", "H", "C", "C", "O", "C", "O", "C", "F", "F", "F", "H", "H", "H", "H", "H", "C", "C", "O", "C", "O", "C", "F", "F", "F", "H", "H", "H", "H", "H", "C", "C", "O", "C", "O", "C", "F", "F", "F", "H", "H", "H", "H", "H"],
  "positions_angstrom": [[-1.9475, 7.9913, -0.8287], [-1.5752, 6.4430, -1.1769], [-2.8383, 5.4531, -1.0476], [-2.7974, 4.5979, 0.9546], [-3.0048, 4.3851, -2.2377], [-4.5917, 4.0299, -2.1416], [-5.0833, 3.1630, -3.2555], [-6.0738, 3.8451, -4.1476], [-2.9196, 4.9962, -3.7489], [-2.4090, 4.0173, -4.7258], [-2.0038, 2.8898, -3.9375], [-1.7706, 1.8471, -4.6071], [-1.9661, 3.1308, -2.3233], [-0.4100, 3.4686, -2.0917], [0.6168, 2.3666, -2.6426], [1.3464, 2.7369, -4.0253], [2.0281, 4.1972, -4.0673], [1.3546, 5.0403, -5.2795], [0.9321, 6.3981, -4.8457], [0.0912, 6.8909, -5.9080], [-1.2022, 7.8332, -5.6249], [0.3261, 6.6613, -7.1410], [-2.4701, 1.7451, -1.5651], [-3.4461, 0.6312, -2.2278], [-1.9674, 1.4896, -0.2195], [-2.1197, 8.1334, 0.2914], [-1.1168, 8.6998, -1.2137], [-2.9158, 8.2242, -1.4228], [-1.0548, 6.4408, -2.1937], [-0.7991, 6.1382, -0.3699], [-3.7798, 6.1306, -1.0881], [-5.2620, 4.9636, -2.1167], [-4.8219, 3.4609, -1.1535], [-5.5407, 2.3035, -2.9182], [-6.0169, 4.9856, -4.1493], [-5.8191, 3.5150, -5.2329], [-7.1379, 3.4335, -3.9575], [-3.9043, 5.5411, -4.0321], [-2.1612, 5.8615, -3.9138], [-0.2142, 4.5047, -2.5347], [-0.2280, 3.5719, -0.9501], [0.1895, 1.3143, -2.7550], [1.4629, 2.2824, -1.8421], [0.6705, 2.5555, -4.9492], [2.2125, 1.9713, -4.1479], [3.1586, 4.0678, -4.2766], [1.8737, 4.7081, -3.0439], [2.1127, 5.1128, -6.1455], [0.4148, 4.5500, -5.7119], [-2.1756, 7.2069, -5.5621], [-1.0500, 8.4611, -4.6797], [-1.3462, 8.5048, -6.5573], [-3.7687, 0.8654, -3.3052], [-2.9008, -0.3917, -2.2588], [-4.3833, 0.4991, -1.5598], [-2.6894, 1.5294, 0.4469], [-1.1203, -1.3189, 4.3793], [-2.2435, -1.9581, 3.5865], [-3.5237, -1.5715, 4.1135], [-3.9821, -0.3619, 3.7257], [-3.3850, 0.3846, 2.9880], [-5.3662, -0.1014, 4.3136], [-5.4405, -0.4222, 5.6235], [-6.3217, -0.8240, 3.6880], [-5.7381, 1.1899, 4.2171], [-1.2194, -1.5527, 5.4411], [-0.1495, -1.6751, 4.0275], [-1.1418, -0.2303, 4.2897], [-2.1835, -3.0455, 3.6753], [-2.1741, -1.7169, 2.5217], [1.1091, -0.8604, -1.9968], [1.8534, -2.1716, -1.8410], [1.8992, -2.5667, -0.4594], [0.7932, -3.1737, 0.0206], [-0.2001, -3.3904, -0.6314], [0.9989, -3.5799, 1.4783], [1.5594, -2.5970, 2.2158], [1.8123, -4.6526, 1.5947], [-0.1516, -3.9065, 2.1020], [1.5481, -0.0920, -1.3584], [1.1413, -0.5200, -3.0340], [0.0621, -0.9612, -1.6988], [2.8890, -2.0480, -2.1668], [1.4138, -2.9618, -2.4566], [3.8510, 6.0864, 2.2915], [4.2000, 5.8850, 0.8297], [4.2570, 4.4858, 0.5089], [3.0707, 3.8835, 0.2751], [2.0027, 4.4444, 0.3249], [3.2807, 2.4192, -0.1004], [4.1625, 1.7951, 0.7097], [3.7603, 2.2834, -1.3575], [2.1427, 1.6933, -0.0450], [4.5494, 5.5413, 2.9312], [3.8849, 7.1463, 2.5531], [2.8511, 5.7072, 2.5161], [5.1935, 6.2933, 0.6294], [3.4984, 6.4053, 0.1713], [-0.6174, -6.4002, 0.4731], [-0.2719, -6.6011, -0.9892], [-0.2167, -8.0009, -1.3113], [-1.4045, -8.6039, -1.5435], [-2.4718, -8.0439, -1.4916], [-1.1933, -10.0676, -1.9192], [-0.3069, -10.6874, -1.1061], [-0.7165, -10.2021, -3.1763], [-2.3278, -10.7905, -1.8639], [0.0819, -6.9465, 1.1117], [-0.5829, -5.3468, 0.7337], [-1.6173, -6.7786, 0.6999], [0.7218, -6.1933, -1.1915], [-0.9743, -6.0796, -1.6454], [5.5992, -0.7272, 6.9462], [4.4674, -1.3622, 6.1621], [3.1942, -0.9682, 6.6979], [2.7380, 0.2440, 6.3114], [3.3307, 0.9865, 5.5668], [1.3607, 0.5118, 6.9121], [1.2961, 0.1946, 8.2236], [0.3951, -0.2082, 6.2972], [0.9920, 1.8037, 6.8181], [5.5061, -0.9592, 8.0100], [6.5659, -1.0885, 6.5885], [5.5824, 0.3616, 6.8550], [4.5227, -2.4496, 6.2524], [4.5302, -1.1231, 5.0966], [1.3157, -11.3825, 1.1152], [2.2942, -10.2321, 0.9835], [2.7305, -9.7840, 2.2773], [3.7132, -10.5095, 2.8558], [4.2212, -11.4839, 2.3566], [4.1108, -9.8959, 4.1955], [3.0404, -9.5557, 4.9469], [4.8393, -8.7685, 4.0355], [4.8545, -10.7282, 4.9493], [0.4799, -11.1032, 1.7618], [0.9269, -11.6694, 0.1400], [1.7897, -12.2569, 1.5682], [1.7992, -9.3819, 0.5074], [3.1500, -10.4995, 0.3571]]
}

Entry 4:
{
  "formula": "C22H32NO5RuS3",
  "method": "ωB97M-V with the def2-TZVPD basis set",
  "e_tot_ha": -2577.2471,
  "homo_ev": [-13.86, -13.87],
  "gap_ev": [4.948, 5.272],
  "charge": 2,
  "multiplicity": 2,
  "de_lowest_ev": 3.179,
  "species": ["Ru", "C", "O", "C", "C", "O", "C", "C", "O", "C", "H", "H", "H", "H", "H", "H", "H", "H", "H", "H", "H", "H", "H", "H", "O", "C", "O", "C", "C", "C", "C", "C", "C", "C", "C", "C", "N", "H", "H", "H", "H", "H", "H", "C", "C", "S", "C", "C", "S", "C", "C", "S", "H", "H", "H", "H", "H", "H", "H", "H", "H", "H", "H", "H"],
  "positions_angstrom": [[-0.0140, 0.1932, -0.0804], [2.9890, -1.1149, -1.0307], [1.8553, -0.4159, -1.5350], [2.1423, 0.3864, -2.6757], [0.8377, 0.7080, -3.4049], [-0.1285, 1.1599, -2.4656], [-1.4414, 1.2204, -3.0153], [-2.3879, 1.7490, -1.9341], [-2.2976, 0.9887, -0.7328], [-3.3235, 0.0177, -0.5621], [3.7833, -0.4207, -0.7358], [2.6468, -1.6858, -0.1649], [3.3731, -1.8020, -1.7925], [2.6492, 1.3157, -2.3761], [2.8032, -0.1668, -3.3537], [1.0283, 1.4930, -4.1481], [0.4679, -0.1918, -3.9157], [-1.4549, 1.9034, -3.8746], [-1.7507, 0.2186, -3.3508], [-2.1000, 2.7728, -1.6733], [-3.4143, 1.7498, -2.3147], [-4.2964, 0.5157, -0.5253], [-3.3175, -0.7238, -1.3664], [-3.1393, -0.4729, 0.3972], [-0.9474, -1.5504, 3.8113], [-0.7159, -1.3234, 2.6497], [-0.3178, -0.2316, 2.1446], [-0.8998, -2.4356, 1.5914], [-1.2397, -3.7397, 1.9808], [-1.3821, -4.6820, 0.9929], [-1.1965, -4.3266, -0.3597], [-1.3167, -5.2287, -1.4402], [-1.1239, -4.8078, -2.7295], [-0.8100, -3.4641, -3.0037], [-0.6684, -2.5644, -1.9818], [-0.8523, -2.9725, -0.6474], [-0.7123, -2.0752, 0.3490], [-1.3729, -3.9496, 3.0319], [-1.6371, -5.7034, 1.2373], [-1.5775, -6.2553, -1.2298], [-1.2118, -5.5050, -3.5488], [-0.6753, -3.1513, -4.0283], [-0.4228, -1.5184, -2.1497], [1.6284, 2.1130, 4.2003], [2.7001, 1.5395, 3.2809], [2.2508, 1.0002, 1.5890], [2.4435, 2.4878, 0.5371], [1.3470, 3.5318, 0.6172], [-0.3640, 2.8830, 0.5568], [-0.8643, 2.6303, 2.3035], [-0.5400, 3.7385, 3.2797], [1.1956, 3.8432, 3.8441], [2.0473, 2.1301, 5.2081], [0.7299, 1.5011, 4.2134], [3.0610, 0.6128, 3.7297], [3.5345, 2.2306, 3.1720], [2.4638, 2.0597, -0.4690], [3.4123, 2.9424, 0.7533], [1.4174, 4.1710, -0.2650], [1.4379, 4.1541, 1.5076], [-0.4737, 1.6606, 2.6232], [-1.9502, 2.5374, 2.2299], [-1.1423, 3.5967, 4.1803], [-0.7647, 4.7238, 2.8690]]
}

Entry 5:
{
  "formula": "CH6N2",
  "method": "ωB97M-V with the def2-TZVPD basis set",
  "e_tot_ha": -151.0635,
  "homo_ev": -7.48,
  "gap_ev": 8.619,
  "de_lowest_ev": 3.686,
  "species": ["C", "N", "N", "H", "H", "H", "H", "H", "H"],
  "positions_angstrom": [[-1.0320, 0.1321, -0.1790], [1.2880, 0.1397, -0.1418], [0.2133, -0.5745, -0.0133], [-1.2723, 0.7743, 0.6388], [-0.8786, 0.6769, -1.1635], [-2.0419, -0.4590, -0.3913], [2.0897, -0.4932, -0.1254], [1.4149, 1.1078, 0.1084], [0.2190, -1.3041, 1.2671]]
}

Entry 6:
{
  "formula": "C4H5F2N",
  "method": "ωB97M-V with the def2-TZVPD basis set",
  "e_tot_ha": -409.7782,
  "homo_ev": [-8.71, -10.00],
  "gap_ev": [8.200, 10.028],
  "de_lowest_ev": 2.850,
  "species": ["C", "C", "C", "C", "N", "F", "F", "H", "H", "H", "H", "H"],
  "positions_angstrom": [[1.6814, -0.2311, 0.7341], [-0.4823, 0.5619, 0.1024], [0.9131, 0.1892, -0.4766], [-1.6459, -0.3039, -0.0946], [0.9955, -0.1830, 1.7821], [1.4408, 1.2787, -1.1160], [0.8102, -0.7706, -1.4409], [2.7276, -0.5354, 0.6850], [-0.6045, 1.6060, 0.3255], [-1.8712, -0.3816, -1.1645], [-2.5201, 0.0896, 0.4178], [-1.4445, -1.3198, 0.2457]]
}

Entry 7:
{
  "formula": "C5H7N",
  "method": "ωB97M-V with the def2-TZVPD basis set",
  "e_tot_ha": -249.2686,
  "homo_ev": -8.53,
  "gap_ev": 8.709,
  "de_lowest_ev": 5.569,
  "species": ["C", "C", "C", "N", "C", "C", "H", "H", "H", "H", "H", "H", "H"],
  "positions_angstrom": [[1.0876, -0.8700, -0.2951], [1.5503, 0.4787, -0.5608], [0.5372, 1.3530, 0.0933], [-0.5624, 0.6033, 0.7544], [-0.2751, -0.7958, 0.6354], [-1.4414, -0.1740, -0.1030], [1.8258, -1.6889, -0.3292], [1.0620, 1.9096, 0.8841], [0.1462, 2.1108, -0.5991], [-0.3976, -1.4950, 1.4593], [0.3059, -1.1469, -0.9823], [-2.4820, -0.2172, 0.2360], [-1.3566, -0.0676, -1.1931]]
}

Entry 8:
{
  "formula": "C19H20F16N4O6S2",
  "method": "ωB97M-V with the def2-TZVPD basis set",
  "e_tot_ha": -3800.3634,
  "homo_ev": -9.48,
  "smiles": "C[C@H](COC(=O)CSc1nncnn1)OC(=O)CS.FC(F)C(F)(F)COC(F)(F)C(F)F.FC(F)C(F)(F)COC(F)(F)C(F)F",
  "gap_ev": 8.509,
  "species": ["C", "C", "C", "O", "C", "O", "C", "S", "C", "N", "N", "C", "N", "N", "O", "C", "O", "C", "S", "H", "H", "H", "H", "H", "H", "H", "H", "H", "H", "H", "H", "F", "C", "F", "C", "F", "F", "C", "O", "C", "F", "F", "C", "F", "F", "H", "H", "H", "H", "F", "C", "F", "C", "F", "F", "C", "O", "C", "F", "F", "C", "F", "F", "H", "H", "H", "H"],
  "positions_angstrom": [[-1.3022, -0.4645, 1.3231], [-0.5233, 0.9814, 1.1065], [-1.5185, 2.1542, 0.4484], [-2.7547, 1.6063, -0.1313], [-3.3156, 2.4697, -1.1816], [-2.5993, 2.6723, -2.3094], [-4.8039, 3.1945, -1.1020], [-5.9743, 2.4198, 0.1390], [-6.3192, 0.5894, -0.3189], [-5.5865, 0.1381, -1.4573], [-5.7828, -1.1195, -1.7482], [-6.6964, -1.7888, -0.8603], [-7.4623, -1.3103, 0.2602], [-7.2586, -0.0517, 0.5428], [0.7849, 0.8851, 0.4630], [0.7560, 0.3531, -0.8934], [-0.2928, 0.0800, -1.6651], [2.2489, 0.1072, -1.6093], [3.0493, 1.7817, -2.0650], [-1.0893, -1.2415, 0.4669], [-0.8166, -0.9347, 2.3071], [-2.4508, -0.3426, 1.5775], [-0.3152, 1.3765, 2.2150], [-1.7791, 2.9627, 1.2534], [-0.8470, 2.7087, -0.3657], [-5.2664, 3.3368, -2.1880], [-4.5913, 4.3039, -0.7157], [-6.8485, -2.9525, -1.0990], [2.1708, -0.4810, -2.6185], [2.9965, -0.4408, -0.8949], [4.4298, 1.6306, -1.7328], [4.1901, 5.5233, 2.9633], [5.5323, 5.5925, 2.8279], [5.7813, 6.7081, 2.0899], [6.1118, 4.3584, 2.1464], [5.6517, 4.2312, 0.8732], [7.4672, 4.5312, 2.0337], [5.8864, 3.0380, 2.8985], [4.7864, 2.2400, 2.4531], [3.5169, 2.5896, 3.0019], [3.6956, 3.4756, 4.0109], [3.0417, 1.4544, 3.5832], [2.5251, 3.0819, 1.9413], [2.9942, 4.1763, 1.2879], [1.3436, 3.4461, 2.5061], [5.9745, 5.7453, 3.8163], [6.7681, 2.4149, 2.7016], [5.8845, 3.1693, 3.9874], [2.3277, 2.3056, 1.1979], [-1.6822, -5.8323, -3.2988], [-1.5770, -6.9066, -2.4867], [-2.7976, -7.5076, -2.4938], [-1.1758, -6.5244, -1.0668], [-2.1216, -5.7470, -0.4750], [-1.1183, -7.6709, -0.3173], [0.1920, -5.8360, -0.9438], [0.1731, -4.4083, -0.8644], [0.1168, -3.7278, -2.1170], [0.3243, -4.6171, -3.1176], [1.1920, -2.8936, -2.1317], [-1.1711, -2.9152, -2.2955], [-2.2744, -3.7034, -2.2178], [-1.2086, -2.3173, -3.5157], [-0.8618, -7.6070, -2.9269], [0.6133, -6.1535, 0.0185], [0.9127, -6.1967, -1.6878], [-1.2564, -2.1411, -1.5289]]
}

What is the formula in the second record?
C6H11N3O3